A | Below is a cluster of 2 separate species, C4H7ClN2S in total, with properties calculated with ωB97M-V/def2-TZVPD.

Last column: natural (NBO) charge in e.
Geometry (Å):
C1 -1.4829 0.9104 -0.9995  -0.73
C2 -0.5113 0.0563 -0.1991  0.43
C3 1.7029 0.4663 0.7892  -0.06
C4 2.4732 -0.5864 0.5535  -0.24
H1 -1.0739 1.8240 -1.6579  0.23
H2 -1.7656 0.2648 -1.7456  0.24
H3 -2.4935 1.0595 -0.5709  0.26
H4 0.2510 1.7413 0.0100  0.39
H5 1.8382 1.1225 1.5883  0.21
H6 3.2977 -0.8107 1.3044  0.22
H7 -2.4995 -2.4256 1.6584  0.12
N1 0.6023 0.7083 -0.0897  -0.59
N2 -0.6698 -1.1545 0.2118  -0.66
S1 -2.3070 -1.6436 -0.0202  0.11
Cl1 2.6383 -1.5325 -0.8327  0.05

LUMO level, eV: 0.01
Kohn-Sham gap, eV: 8.03



B | Below is the molecule C4H7ClN2S, with properties calculated with ωB97M-V/def2-TZVPD.

Last column: natural (NBO) charge in e.
Geometry (Å):
C1 1.7563 -1.1628 -0.5377  -0.44
N1 0.7620 -0.5551 -1.4198  -0.41
N2 -0.1815 0.0562 -0.4156  -0.28
C2 -0.3642 1.4960 -0.0066  -0.23
C3 -1.1938 1.0089 1.0533  -0.24
Cl1 -2.8182 1.8140 1.0901  -0.06
C4 -1.1959 -0.4260 0.4857  0.08
S1 -1.9112 -1.8654 0.7930  -0.07
H1 2.6902 -1.6850 -1.1377  0.20
H2 2.3346 -0.4251 -0.0094  0.20
H3 1.3127 -1.9236 0.1606  0.20
H4 0.1608 -1.2347 -1.7762  0.36
H5 -0.9522 2.0935 -0.6874  0.22
H6 0.4803 1.8895 0.3781  0.20
H7 -0.8799 0.9197 2.0296  0.24

LUMO level, eV: 0.35
Kohn-Sham gap, eV: 9.21
SMILES string: CNN1C[C@@H](Cl)C1=S



Most stable: B. Least stable: A.



A | Below is a cluster of 2 separate species, C2H9NS in total, with properties calculated with ωB97M-V/def2-TZVPD.

Last column: natural (NBO) charge in e.
Geometry (Å):
C1 -1.0306 -1.3048 0.7758  -0.62
C2 -1.2369 0.1668 1.1165  -0.20
N1 -0.6300 1.0825 0.1424  -0.87
H1 -1.5678 -2.0514 1.3494  0.22
H2 -1.2852 -1.4035 -0.2799  0.20
H3 0.0573 -1.4565 0.8138  0.20
H4 -2.2793 0.4288 1.2402  0.17
H5 -0.7999 0.3752 2.0847  0.16
H6 -0.0418 0.7434 -0.5987  0.37
H7 -0.2466 1.8724 0.6268  0.36
S1 2.6358 0.4712 -2.7354  -0.34
H8 3.4122 -0.5917 -2.3991  0.17
H9 3.0128 1.6677 -2.1365  0.17

LUMO level, eV: 0.69
Kohn-Sham gap, eV: 9.43
SMILES string: CCN.S



B | Below is a cluster of 2 separate species, C2H9NS in total, with properties calculated with ωB97M-V/def2-TZVPD.

Last column: natural (NBO) charge in e.
Geometry (Å):
S1 1.3442 -0.8497 1.0705  -1.05
H1 2.3730 -0.9140 0.1443  0.11
C1 -1.2538 -0.6960 -0.6570  -0.44
N1 -1.3091 0.7710 -0.8858  -0.48
C2 -0.0518 1.5535 -0.4003  -0.41
H2 -2.2287 -1.1519 -0.8399  0.20
H3 -1.2585 -0.7495 0.4278  0.26
H4 -0.5106 -1.3483 -1.0954  0.28
H5 -1.3619 0.9316 -1.8317  0.40
H6 -2.1245 1.1478 -0.4516  0.42
H7 0.7816 1.1280 -0.9271  0.25
H8 -0.2757 2.5719 -0.6967  0.19
H9 0.0948 1.4376 0.6856  0.29

LUMO level, eV: -0.39
Kohn-Sham gap, eV: 5.73



Most stable: A. Least stable: B.



A | Below is the molecule C5H8N4, with properties calculated with ωB97M-V/def2-TZVPD.

Last column: natural (NBO) charge in e.
Geometry (Å):
H1 -1.2080 -2.3611 0.5550  0.36
N1 -1.2929 -1.3660 0.3581  -0.60
C1 -0.2278 -0.7252 0.2204  0.26
C2 1.1415 -1.0292 0.7637  0.10
C3 2.2049 -0.9609 -0.1874  0.22
N2 2.9999 -0.8945 -1.0101  -0.25
N3 1.3785 -1.4216 1.9482  -0.51
H2 0.5706 -1.3896 2.5693  0.35
C4 -0.2954 0.8442 -0.0389  -0.10
C5 -0.0757 1.0284 -1.5424  -0.62
N4 -1.5661 1.3939 0.3316  -0.82
H3 0.4774 1.4004 0.5067  0.20
H4 -0.8248 0.4636 -2.1085  0.21
H5 0.9379 0.6943 -1.8176  0.22
H6 -0.1805 2.0882 -1.7861  0.23
H7 -1.7258 1.3519 1.3407  0.36
H8 -2.3137 0.8831 -0.1026  0.37

LUMO level, eV: -0.48
Kohn-Sham gap, eV: 9.05
SMILES string: [H]/N=C(\C(C#N)=N/[H])[C@@H](C)N



B | Below is a cluster of 2 separate species, C5H8N4 in total, with properties calculated with ωB97M-V/def2-TZVPD.

Last column: natural (NBO) charge in e.
Geometry (Å):
C1 1.8876 -0.8846 0.9480  0.12
C2 1.2612 0.9779 0.2932  0.29
C3 -1.4719 0.2043 -0.9944  0.41
C4 1.0988 2.3195 -0.2574  -0.64
C5 -1.9956 -1.8991 0.0202  -0.46
N1 2.3408 0.3822 0.7769  -0.50
N2 0.6415 -1.0885 0.5514  -0.36
N3 -2.0961 -0.8003 -0.8120  -0.33
N4 0.2889 0.0728 0.0715  -0.31
H1 2.4374 -1.6501 1.3011  0.18
H2 -1.6345 1.1920 -1.3144  0.22
H3 0.1866 2.3043 -0.8370  0.20
H4 0.9776 3.0887 0.5672  0.23
H5 2.0450 2.4778 -0.7967  0.24
H6 -1.3771 -1.7154 0.8684  0.26
H7 -1.5539 -2.7289 -0.5426  0.24
H8 -3.0364 -2.2527 0.1565  0.21

LUMO level, eV: 0.46
Kohn-Sham gap, eV: 9.11



Most stable: A. Least stable: B.



A | Below is a cluster of 2 separate species, C3H6O4 in total, with properties calculated with ωB97M-V/def2-TZVPD.

Last column: natural (NBO) charge in e.
Geometry (Å):
C1 0.7056 -0.4288 0.4762  -0.45
C2 1.5849 0.4866 0.1766  0.02
C3 -1.6132 0.0148 0.0339  0.91
O1 2.9504 0.3176 0.3746  -0.71
O2 -2.2616 -0.3732 1.1534  -0.69
O3 -1.6127 1.3567 -0.1824  -0.70
O4 -1.8748 -0.7345 -1.0651  -0.70
H1 0.8546 -1.4037 0.8945  0.18
H2 1.2926 1.4436 -0.2475  0.16
H3 3.4290 1.0236 -0.0679  0.47
H4 -2.5262 -1.2958 1.0732  0.50
H5 -1.8077 1.8127 0.6435  0.50
H6 -1.5259 -0.2859 -1.8408  0.51

LUMO level, eV: 0.45
Kohn-Sham gap, eV: 8.38



B | Below is the molecule C3H6O4, with properties calculated with ωB97M-V/def2-TZVPD.

Last column: natural (NBO) charge in e.
Geometry (Å):
O1 1.5030 2.1321 -1.2324  -0.73
C1 0.7340 1.3158 -0.4561  0.18
C2 0.6494 0.0145 -0.6799  -0.34
C3 -0.2694 -0.7499 0.2838  0.72
O2 -1.2592 -1.3516 -0.4218  -0.74
O3 0.4009 -1.6985 1.0330  -0.74
O4 -0.8523 0.2182 1.1639  -0.73
H1 1.2610 3.0296 -1.4770  0.50
H2 0.3358 1.9123 0.4059  0.21
H3 1.1894 -0.6672 -1.3756  0.24
H4 -1.8591 -1.9913 0.0329  0.48
H5 -0.0739 -2.1897 1.7433  0.48
H6 -1.7595 0.0257 0.9801  0.47

LUMO level, eV: 0.44
Kohn-Sham gap, eV: 9.68
SMILES string: O/C=C/C(O)(O)O



Most stable: B. Least stable: A.



A | Below is a cluster of 2 separate species, CH4BBrO2 in total, with properties calculated with ωB97M-V/def2-TZVPD.

Last column: natural (NBO) charge in e.
Geometry (Å):
B1 -0.4380 -0.0391 -0.0757  1.01
C1 0.8681 0.8179 -0.3666  -0.64
O1 -0.8723 0.0102 1.2180  -0.91
O2 -0.8686 -0.7650 -1.1335  -0.87
Br1 1.4530 2.0499 0.8275  0.16
H1 1.5741 -0.9268 0.3064  0.02
H2 1.2980 0.6753 -1.4184  0.25
H3 -1.3297 -0.7058 1.6576  0.50
H4 -1.6846 -1.1167 -1.0154  0.48

LUMO level (spin up / spin down), eV: -0.52 / -0.52
Kohn-Sham gap (spin up / spin down), eV: 8.26 / 8.39



B | Below is the molecule CH4BBrO2, with properties calculated with ωB97M-V/def2-TZVPD.

Last column: natural (NBO) charge in e.
Geometry (Å):
O1 0.7592 1.0048 0.2269  -0.87
B1 -0.2842 0.1589 -0.0030  1.09
O2 -1.5671 0.4761 0.1311  -0.89
C1 0.1011 -1.3848 -0.3868  -0.79
Br1 -1.4718 -2.5265 -0.3470  0.00
H1 0.4833 1.7538 0.6402  0.47
H2 -1.8551 1.2384 0.6424  0.50
H3 0.5257 -1.3156 -1.4926  0.25
H4 0.8153 -1.6757 0.3611  0.24

LUMO level, eV: 0.13
Kohn-Sham gap, eV: 9.76
SMILES string: OB(O)CBr



Most stable: B. Least stable: A.



A | Below is a cluster of 4 separate species, CH10NO4 in total, with properties calculated with ωB97M-V/def2-TZVPD.

Last column: natural (NBO) charge in e.
Geometry (Å):
N1 -0.5724 0.8400 1.8695  -0.87
C1 -0.3669 -0.0345 0.6771  0.12
O1 0.9154 -0.0046 0.2166  -0.90
H1 -1.5513 0.8276 2.1207  0.33
H2 -0.3469 1.7852 1.5769  0.33
H3 -1.0522 0.3239 -0.1123  0.09
H4 -0.6700 -1.0609 0.9616  0.10
H5 0.9522 -1.5490 -1.8702  0.45
H6 0.6997 -0.2560 -1.0924  0.50
O2 0.4859 -0.7344 -2.0862  -1.08
H7 -2.4021 -1.9610 -1.9937  0.45
H8 -1.2296 -1.1466 -2.5106  0.51
O3 -1.9752 -1.7167 -2.8196  -0.99
H9 2.0607 0.8483 1.4612  0.52
H10 2.3280 2.3561 1.8028  0.45
O4 2.7246 1.4827 1.7984  -1.00

LUMO level, eV: 4.00
Kohn-Sham gap, eV: 8.45
Charge: -1



B | Below is a cluster of 4 separate species, CH10NO4 in total, with properties calculated with ωB97M-V/def2-TZVPD.

Last column: natural (NBO) charge in e.
Geometry (Å):
N1 0.5037 0.9679 1.3206  -0.88
C1 -0.9479 0.7206 1.0066  0.10
O1 -1.3817 -0.5819 0.7959  -0.92
H1 0.8755 1.6715 0.6829  0.33
H2 1.0614 0.1946 0.9745  0.32
H3 -1.4321 1.0855 1.9254  0.10
H4 -1.1247 1.4733 0.2110  0.11
H5 -1.5489 -0.6772 -2.1953  0.44
H6 -1.4229 -0.3329 -0.6541  0.50
O2 -1.5852 0.0799 -1.6200  -1.06
H7 1.1217 0.7636 -1.9077  0.49
H8 2.3234 0.0180 -1.3616  0.46
O3 2.0394 0.5250 -2.1197  -0.96
H9 -0.2968 -1.9085 1.1191  0.52
H10 1.1895 -1.6807 0.6883  0.44
O4 0.6257 -2.3187 1.1341  -1.01

LUMO level, eV: 3.86
Kohn-Sham gap, eV: 8.09
Charge: -1



Most stable: A. Least stable: B.